Record 1
6
Properties=species:S:1:pos:R:3:forces:R:3 method="wB97M-V/def2-TZVPD" gap_ev=11.53 total_energy_ha=-152.87020 total_charge=0 smiles=O.O multiplicity=1 homo_energy_ev=-10.8497 max_force_ev_per_a=2.1 mol_weight_g_mol=36.03 de_lowest_kj_mol=12.4
O 0.42221 -1.32205 0.54205 0.759 1.789 -0.153
H -0.17751 -1.95794 0.23106 -1.165 -1.739 -0.419
H 0.12960 -0.53687 0.02881 0.424 -0.171 0.790
O -0.36467 1.21157 -0.42047 -0.326 -0.784 0.101
H 0.02303 1.34035 -1.28187 0.156 0.519 -0.250
H -0.43544 2.03827 0.04935 0.151 0.385 -0.068

Record 2
6
Properties=species:S:1:pos:R:3:forces:R:3 method="wB97M-V/def2-TZVPD" gap_ev=12.48 total_energy_ha=-152.86650 total_charge=0 smiles=O.O multiplicity=1 homo_energy_ev=-11.6337 max_force_ev_per_a=1.1 mol_weight_g_mol=36.03 de_lowest_kj_mol=22.1
O -1.90334 0.04125 -0.21114 0.630 0.891 0.045
H -1.45835 0.86260 0.06311 -0.055 -0.208 -0.590
H -2.20544 -0.24682 0.64173 -0.491 -0.679 0.549
O 1.91232 0.20100 -0.08021 -0.657 -0.647 -0.290
H 1.15630 -0.30991 -0.40696 -0.446 0.691 -0.037
H 2.49852 -0.54812 -0.00653 1.019 -0.048 0.323